Entry 1:
DFT (ωB97M-V with the def2-TZVPD basis set) results for an isolated molecule of C3H5NSSi in a non-equilibrium geometry.

Output
Strongest force on any atom, eV Å⁻¹: 2.93
E, eV: -23388.8727
Energy relative to the best compared isomer or geometry (same formula, charge and spin), kcal per mole: 111.84
Highest occupied orbital energy, hartree: -0.28223

Last column: natural (NBO) charge in e.
Positions of all 11 atoms, in Å:
C: 1.701 -1.261 -0.796  -0.61
C: 1.566 0.952 0.621  -0.35
C: -0.676 0.872 -0.351  -0.05
N: 0.321 0.970 0.364  -0.28
Si: -2.261 -0.088 -0.062  0.81
S: 2.679 -0.256 0.054  0.50
H: 2.083 -2.270 -1.083  0.18
H: 2.099 1.638 1.227  0.21
H: -2.822 0.656 1.189  -0.13
H: -1.792 -1.464 0.078  -0.12
H: -2.897 0.249 -1.242  -0.16

---

Entry 2:
DFT (ωB97M-V with the def2-TZVPD basis set) results for a structure of composition C27H20F12N3O3PtSe.

Output
Strongest force on any atom, eV Å⁻¹: 0.35
Total charge: -1
E, eV: -140141.6580
Energy relative to the best compared isomer or geometry (same formula, charge and spin), kcal per mole: 0.00
Highest occupied orbital energy (spin up / spin down), hartree: -0.14331 / -0.14332

Last column: natural (NBO) charge in e.
Positions of all 67 atoms, in Å:
Pt: 0.932 -1.306 0.683  0.96
C: 1.477 1.982 -5.505  -0.61
C: 1.183 1.574 -4.086  -0.13
C: 0.254 2.245 -3.298  -0.17
C: -0.013 1.846 -2.009  -0.30
C: 0.612 0.723 -1.411  0.30
N: 0.195 0.277 -0.196  -0.61
C: -0.871 0.886 0.511  0.10
C: -2.137 0.831 -0.077  -0.24
C: -3.261 1.357 0.530  -0.22
C: -3.149 1.977 1.765  -0.06
C: -4.339 2.588 2.456  -0.62
C: -1.892 2.028 2.354  -0.18
C: -0.740 1.479 1.785  0.03
C: 0.643 1.608 2.525  0.12
O: 1.611 0.811 2.133  -0.88
C: 0.471 1.346 4.076  0.94
F: 1.645 1.458 4.710  -0.32
F: 0.060 0.062 4.266  -0.36
F: -0.395 2.103 4.802  -0.35
C: 1.075 3.107 2.334  0.94
F: 2.299 3.348 2.818  -0.32
F: 0.251 4.020 2.924  -0.36
F: 1.098 3.413 1.026  -0.33
C: 1.680 0.136 -2.155  -0.19
C: 1.889 0.555 -3.470  -0.12
C: 2.743 -0.789 -1.522  0.11
O: 2.683 -0.973 -0.169  -0.77
C: 2.773 -2.195 -2.215  0.95
F: 3.902 -2.873 -1.914  -0.34
F: 2.689 -2.175 -3.558  -0.33
F: 1.754 -2.964 -1.790  -0.33
C: 4.157 -0.133 -1.712  0.97
F: 4.123 1.168 -1.427  -0.31
F: 4.641 -0.257 -2.974  -0.35
F: 5.078 -0.687 -0.913  -0.32
H: 0.736 2.697 -5.866  0.20
H: 1.467 1.126 -6.182  0.20
H: 2.459 2.455 -5.596  0.21
H: -0.274 3.105 -3.698  0.19
H: -0.729 2.407 -1.427  0.22
H: -2.221 0.358 -1.049  0.21
H: -4.225 1.287 0.036  0.20
H: -5.245 2.463 1.862  0.20
H: -4.192 3.657 2.624  0.21
H: -4.512 2.128 3.432  0.21
H: -1.812 2.534 3.303  0.21
H: 2.676 0.084 -4.041  0.21
C: 2.980 -2.299 2.511  -0.27
O: 1.959 -2.910 1.668  -0.71
H: 3.522 -3.092 3.028  0.16
H: 2.454 -1.650 3.205  0.22
H: 3.637 -1.686 1.899  0.23
H: 2.401 -3.355 0.933  0.51
Se: -1.354 -2.245 3.062  1.06
N: -0.893 -1.930 1.366  -0.68
C: -1.846 -2.422 0.582  0.20
C: -1.855 -2.350 -0.844  -0.21
C: -2.907 -2.891 -1.502  -0.20
C: -3.992 -3.525 -0.807  -0.20
C: -4.014 -3.616 0.543  -0.21
C: -2.925 -3.060 1.288  0.07
N: -2.830 -3.090 2.606  -0.63
H: -1.019 -1.877 -1.344  0.26
H: -2.937 -2.851 -2.584  0.22
H: -4.806 -3.938 -1.388  0.21
H: -4.823 -4.091 1.081  0.22

---

Entry 3:
DFT (ωB97M-V with the def2-TZVPD basis set) results for a cluster of 2 separate species, C2H11N2O in total in a non-equilibrium geometry.

Output
Strongest force on any atom, eV Å⁻¹: 1.90
Total charge: +1
E, eV: -7273.7913
Energy relative to the best compared isomer or geometry (same formula, charge and spin), kcal per mole: 11.16
Highest occupied orbital energy, hartree: -0.52273

Last column: natural (NBO) charge in e.
Positions of all 16 atoms, in Å:
N: 0.313 -0.563 -0.651  -0.70
C: -0.045 -0.172 0.746  -0.24
C: -1.598 0.007 0.894  -0.23
N: -2.095 0.584 -0.387  -0.86
H: 1.298 -0.491 -0.953  0.47
H: -0.161 0.152 -1.230  0.45
H: -0.083 -1.438 -0.993  0.44
H: 0.386 0.772 1.085  0.24
H: 0.303 -0.955 1.423  0.24
H: -1.701 0.709 1.714  0.21
H: -2.095 -0.934 1.115  0.21
H: -3.088 0.785 -0.343  0.40
H: -1.630 1.496 -0.441  0.35
H: 3.552 -0.737 -0.570  0.49
H: 3.589 0.698 -0.969  0.50
O: 3.056 0.089 -0.442  -0.96

---

Entry 4:
DFT (ωB97M-V with the def2-TZVPD basis set) results for a cluster of 2 separate species, C4H13NO2 in total in a non-equilibrium geometry.

Output
Strongest force on any atom, eV Å⁻¹: 4.01
E, eV: -9942.3582
Energy relative to the best compared isomer or geometry (same formula, charge and spin), kcal per mole: 42.39
Highest occupied orbital energy, hartree: -0.34757

Last column: natural (NBO) charge in e.
Positions of all 20 atoms, in Å:
C: -1.309 -0.946 0.200  -0.62
C: 0.143 -0.505 0.436  -0.05
N: 0.924 -0.540 -0.846  -0.84
C: 0.163 0.894 1.197  -0.44
C: 1.495 1.182 1.688  -0.06
O: 2.428 0.197 1.219  -0.78
H: -1.891 -0.984 1.131  0.22
H: -1.880 -0.252 -0.410  0.17
H: -1.372 -1.913 -0.424  0.22
H: 0.460 -1.200 1.221  0.21
H: 0.694 -1.372 -1.357  0.37
H: 0.254 0.032 -1.448  0.35
H: -0.663 0.910 1.966  0.21
H: -0.263 1.600 0.496  0.20
H: 1.502 1.217 2.832  0.18
H: 1.895 2.229 1.378  0.17
H: 2.298 -0.265 0.323  0.52
O: -1.726 -0.469 -3.326  -0.93
H: -1.908 0.008 -2.480  0.46
H: -1.246 0.179 -3.795  0.46